No. 1
Computed, not measured: 6 unconnected molecules or ions with the total composition CH14O6 in a non-equilibrium geometry, with ωB97M-V/def2-TZVPD.

The HOMO energy (spin up / spin down) comes out at -14.862 / -14.855 eV. Its expectation value of S² is 0.755. The gap between HOMO and LUMO (spin up / spin down) comes out at 11.56 / 4.72 eV. For the energy above the lowest of the compared OMol25 structures with the same formula, charge and spin, the calculation gives 13.2 kcal/mol. Its spin multiplicity is 2. Its lowest unoccupied orbital energy (spin up / spin down) is -3.30 / -10.14 eV. The net charge is +1.

Geometry (Å):
C: 0.9995 -1.5246 0.8931
O: 1.3200 -0.5622 -0.0315
H: 1.8405 -1.8562 1.7116
H: 0.1944 -1.2740 1.5740
H: 0.5937 -2.3043 0.2682
H: 1.1655 -0.8689 -0.9090
H: -2.2857 0.1913 -2.6770
H: -2.4343 -0.7690 -1.4463
O: -1.8440 -0.6136 -2.2046
H: -2.4758 0.4703 1.5741
H: -3.6316 -0.4324 1.1518
O: -2.9273 0.1243 0.7783
H: -0.4008 2.8866 2.6020
H: -0.0975 1.7371 1.7229
O: -0.8450 2.2132 2.0801
H: -0.1887 -1.2973 -2.5149
H: 1.1205 -0.8078 -3.0921
O: 0.7802 -1.4680 -2.4918
H: 3.5114 2.5561 0.0194
H: 2.6037 1.4502 0.2599
O: 3.0015 2.1490 0.7322

***

No. 2
Computed, not measured: 6 unconnected molecules or ions with the total composition CH15N2O5 in a non-equilibrium geometry, with ωB97M-V/def2-TZVPD.

The HOMO energy comes out at -14.111 eV. The gap between HOMO and LUMO comes out at 11.01 eV. For the energy above the lowest of the compared OMol25 structures with the same formula, charge and spin, the calculation gives 34.6 kcal/mol. Its spin multiplicity is 1. Its lowest unoccupied orbital energy is -3.10 eV. The net charge is +1.

Geometry (Å):
N: -1.6552 0.6711 -0.9254
C: -2.0831 0.3734 0.2654
N: -1.1965 -0.1176 1.1230
H: -0.6783 0.5472 -1.3377
H: -2.3557 1.0231 -1.5745
H: -3.0370 0.6904 0.6492
H: -1.3297 -0.6818 1.9502
H: -0.2051 -0.1360 0.8995
H: 2.9150 -0.8798 -3.5969
H: 3.6436 0.1121 -2.6956
O: 2.7637 -0.1874 -2.9495
H: -2.1180 -3.2105 -0.5523
H: -2.2846 -4.6008 -1.0672
O: -2.7279 -3.9537 -0.5137
H: 1.8701 2.0601 2.5766
H: 2.0844 3.4508 2.2359
O: 1.7490 2.6465 1.8199
H: 0.3776 2.1490 -1.8152
H: 1.4358 1.0846 -2.1626
O: 0.7370 1.3081 -1.5190
H: 1.6371 -0.3380 2.1068
H: 1.6856 -0.6026 3.6460
O: 1.1369 -0.6531 2.8637

***

No. 3
Computed, not measured: 7 unconnected molecules or ions with the total composition CH15NO6 in a non-equilibrium geometry, with ωB97M-V/def2-TZVPD.

The HOMO energy comes out at -10.074 eV. The gap between HOMO and LUMO comes out at 10.50 eV. For the energy above the lowest of the compared OMol25 structures with the same formula, charge and spin, the calculation gives 67.1 kcal/mol. Its spin multiplicity is 1. The structure (SMILES) is C=N.O.O.O.O.O.O. Its lowest unoccupied orbital energy is 0.42 eV.

Geometry (Å):
C: -1.2430 1.3241 -0.9045
N: -1.8127 0.2330 -1.1334
H: -0.1671 1.5759 -0.7095
H: -1.8419 2.2492 -0.8148
H: -2.8675 0.2294 -1.4217
O: 0.3435 -0.1809 -3.3655
H: -0.4312 -0.7376 -3.2155
H: 0.9085 -0.2661 -2.6168
O: 0.0101 1.0309 2.7826
H: -0.2667 0.1324 2.5450
H: -0.6269 1.1782 3.4480
O: -0.8114 -1.6794 2.8143
H: -1.2705 -1.1668 2.1553
H: -0.3260 -2.5005 2.4588
O: 1.4333 1.4349 0.5564
H: 1.5262 1.5598 1.5241
H: 1.8031 2.0831 -0.0597
O: 2.2010 -0.5687 -1.1151
H: 3.0067 -1.0931 -1.2244
H: 1.9879 -0.0832 -0.3317
O: -0.6049 -1.9826 -0.2056
H: -1.0726 -1.2923 -0.8515
H: 0.1221 -1.4795 -0.3149

***

No. 4
Computed, not measured: 7 unconnected molecules or ions with the total composition CH15O7 in a non-equilibrium geometry, with ωB97M-V/def2-TZVPD.

The HOMO energy comes out at -6.335 eV. The gap between HOMO and LUMO comes out at 9.93 eV. For the energy above the lowest of the compared OMol25 structures with the same formula, charge and spin, the calculation gives 72.4 kcal/mol. Its spin multiplicity is 1. Its lowest unoccupied orbital energy is 3.59 eV. The net charge is -1.

Geometry (Å):
C: -0.1632 -0.1591 2.0830
O: 0.5395 1.0668 2.2357
H: -1.2230 -0.0164 1.7068
H: 0.3232 -0.8289 1.3476
H: -0.1036 -0.6872 3.0429
H: -0.8996 2.3054 1.1218
H: -0.2042 1.4436 0.2444
O: -1.0354 1.8162 0.2947
H: -0.3592 1.6882 -1.6551
H: 0.6483 0.7285 -1.9422
O: -0.1104 1.1125 -2.3958
H: -2.3750 -1.2954 -0.7116
H: -1.9561 0.1027 -0.3210
O: -2.6762 -0.5263 -0.5544
H: 1.4365 -0.6823 -0.2537
H: 1.6086 -1.9599 0.8901
O: 1.7848 -1.7640 0.0533
H: -0.0060 -1.6609 -2.6799
H: 0.6340 -1.8069 -1.2669
O: -0.1245 -2.1424 -1.8058
H: 1.0637 1.2398 1.3730
H: 1.9563 1.2099 -0.5114
O: 1.2416 0.8160 -0.2955

***

No. 5
Computed, not measured: 7 unconnected molecules or ions with the total composition CH16O6 in a non-equilibrium geometry, with ωB97M-V/def2-TZVPD.

The HOMO energy comes out at -10.870 eV. The gap between HOMO and LUMO comes out at 11.28 eV. For the energy above the lowest of the compared OMol25 structures with the same formula, charge and spin, the calculation gives 52.5 kcal/mol. Its spin multiplicity is 1. The structure (SMILES) is C.O.O.O.O.O.O. Its lowest unoccupied orbital energy is 0.41 eV.

Geometry (Å):
C: 2.5662 -4.0517 3.2317
H: 2.0953 -3.6765 2.2049
H: 2.8422 -5.0564 3.1772
H: 1.6230 -3.9024 3.7882
H: 3.2297 -3.2198 3.4258
O: 2.9513 2.3076 -1.2522
H: 3.1352 2.8267 -2.0782
H: 3.1378 1.3900 -1.3322
O: -0.7790 -0.6539 4.4041
H: -0.2332 -0.5873 3.6604
H: -0.5042 -1.5649 4.5852
O: -3.1228 1.5205 0.2284
H: -3.6174 2.3462 0.1791
H: -2.8936 1.4753 1.1386
O: -1.9765 0.8794 -6.4923
H: -2.4178 0.0341 -6.2138
H: -1.0927 0.5143 -6.8728
O: 1.4206 -0.2908 1.8680
H: 1.9315 -0.9723 2.2872
H: 1.0258 -0.6679 0.9974
O: -1.1050 0.4171 -1.8383
H: -1.9972 0.6989 -1.3965
H: -0.7697 1.2339 -2.2823

***

No. 6
Computed, not measured: 8 unconnected molecules or ions with the total composition CH16O6S in a non-equilibrium geometry, with ωB97M-V/def2-TZVPD.

The HOMO energy comes out at -9.678 eV. The gap between HOMO and LUMO comes out at 5.02 eV. For the energy above the lowest of the compared OMol25 structures with the same formula, charge and spin, the calculation gives 143.3 kcal/mol. Its spin multiplicity is 1. Its lowest unoccupied orbital energy is -4.66 eV.

Geometry (Å):
C: 1.8808 -0.2991 -2.8011
S: 2.0707 -0.0407 -0.9729
H: 2.8237 0.0519 -3.1943
H: 1.1027 0.4314 -3.0891
H: 1.7394 -1.2946 -3.1837
H: -0.5839 -0.5494 -1.4731
H: -0.1016 -1.5894 -0.4852
H: 0.7432 -1.8323 0.7369
O: -0.1291 -2.0462 0.3817
H: 0.1045 0.5308 2.7557
H: -0.7169 1.1574 1.5755
O: -0.7819 0.6935 2.4304
H: -4.1420 1.5417 -0.5354
H: -3.4216 0.1644 -0.3635
O: -3.2878 1.1245 -0.3990
H: 2.0709 0.5348 1.1683
H: 2.7581 1.4874 2.0786
O: 2.2248 0.6827 2.1147
H: -3.1588 -2.4557 -0.1671
H: -1.8779 -1.6664 0.0832
O: -2.8416 -1.6214 0.1945
H: -1.1494 1.3942 -0.5998
H: 0.2578 0.8998 -0.5333
O: -0.3216 1.6001 -0.1211

***

No. 7
Computed, not measured: 8 unconnected molecules or ions with the total composition CH17NO6 in a non-equilibrium geometry, with ωB97M-V/def2-TZVPD.

The HOMO energy comes out at -8.983 eV. The gap between HOMO and LUMO comes out at 7.96 eV. For the energy above the lowest of the compared OMol25 structures with the same formula, charge and spin, the calculation gives 86.9 kcal/mol. Its spin multiplicity is 1. Its lowest unoccupied orbital energy is -1.02 eV.

Geometry (Å):
C: -3.8471 0.6148 0.8540
N: -3.2300 -0.3757 -0.0784
H: -4.1313 1.5927 0.4791
H: -3.2945 0.9785 1.6964
H: -4.9048 0.2141 1.2236
H: -2.8363 -1.3226 0.3460
H: -2.3626 -0.0547 -0.4856
H: 0.3725 3.3299 -0.6440
H: 0.8805 2.0418 0.8134
O: 0.3399 2.8606 0.6567
H: 1.2401 1.6584 -1.2436
H: 1.9119 2.3105 -2.4844
O: 1.8491 1.4819 -1.9848
H: 1.6310 -0.2642 -2.0681
H: 2.5510 -1.3895 -1.8137
O: 1.5846 -1.2837 -1.8993
H: 0.9316 0.3610 2.0583
H: 0.4870 -0.8605 1.3355
O: 1.2875 -0.4428 1.6783
H: 3.2159 -0.9966 0.3961
H: 4.0397 -1.9675 1.2874
O: 3.9968 -1.5777 0.4339
H: -0.3531 -1.9041 -0.8532
H: -0.6218 -2.9804 0.2366
O: -0.7378 -2.0245 0.0597

***

No. 8
Computed, not measured: 8 unconnected molecules or ions with the total composition CH17O8 in a non-equilibrium geometry, with ωB97M-V/def2-TZVPD.

The HOMO energy comes out at -5.974 eV. The gap between HOMO and LUMO comes out at 9.28 eV. For the energy above the lowest of the compared OMol25 structures with the same formula, charge and spin, the calculation gives 20.3 kcal/mol. Its spin multiplicity is 1. Its lowest unoccupied orbital energy is 3.30 eV. The net charge is -1.

Geometry (Å):
C: 9.2663 13.3033 -24.5570
O: 8.4988 12.6637 -23.5401
H: 9.2087 12.6391 -25.4407
H: 10.2589 13.4200 -24.1969
H: 8.7915 14.1778 -24.8678
O: 10.5175 11.0329 -22.9221
H: 11.3119 11.3036 -23.4296
H: 9.9258 11.6526 -23.3278
O: 5.6505 12.2658 -24.6327
H: 6.2634 12.9282 -24.7379
H: 5.9122 11.6397 -23.9688
O: 8.3100 10.4917 -25.2947
H: 8.5111 11.3249 -24.8169
H: 9.0544 9.9180 -25.1816
O: 9.9780 15.2785 -22.2560
H: 9.7237 14.3843 -22.0765
H: 9.6625 15.2790 -23.1365
O: 9.0907 12.8272 -20.7795
H: 10.0274 12.6841 -20.6430
H: 8.8730 12.7114 -21.6966
O: 6.8775 11.0551 -22.3713
H: 6.2358 11.6488 -22.0356
H: 7.4847 11.5920 -22.8653
O: 6.8752 14.5375 -22.7512
H: 6.2812 14.8555 -23.3774
H: 7.6116 14.0982 -23.2160

***

No. 9
Computed, not measured: a molecular structure, CH18Ni2O12 in a non-equilibrium geometry, with ωB97M-V/def2-TZVPD.

The HOMO energy (spin up / spin down) comes out at -12.026 / -12.453 eV. Its expectation value of S² is 8.758. The gap between HOMO and LUMO (spin up / spin down) comes out at 7.06 / 6.19 eV. For the energy above the lowest of the compared OMol25 structures with the same formula, charge and spin, the calculation gives 0.0 kcal/mol. Its spin multiplicity is 6. Its lowest unoccupied orbital energy (spin up / spin down) is -4.97 / -6.26 eV. The net charge is +1.

Geometry (Å):
Ni: -17.6348 16.3814 1.8310
Ni: -20.2638 16.3430 -0.8637
C: -18.2468 14.2500 0.6108
O: -17.6586 14.2717 1.6898
O: -18.3242 13.2327 -0.0989
O: -18.7146 15.3713 0.3304
O: -15.2693 13.1252 0.6537
H: -16.0542 13.6584 0.5275
H: -15.0003 13.3036 1.5548
O: -15.7299 16.2304 0.9063
H: -15.6929 16.5058 -0.0097
H: -14.8278 16.3079 1.2168
O: -20.3193 10.6008 0.7189
H: -19.4692 11.0388 0.7597
H: -20.2918 9.9570 1.4267
O: -16.9867 13.9069 -2.4707
H: -17.7205 14.4362 -2.7831
H: -17.2620 13.6013 -1.6064
O: -16.7407 10.7965 0.1160
H: -15.8598 11.1223 0.3003
H: -17.2469 11.5805 -0.0969
O: -20.5531 14.3533 -1.3750
H: -21.1325 13.6313 -1.6182
H: -19.7009 13.9405 -1.2348
O: -16.5370 12.6096 3.8752
H: -17.2101 13.1831 3.5089
H: -15.7230 12.9029 3.4659
O: -19.4270 16.2886 2.9319
H: -19.7625 15.3994 3.0456
H: -20.1518 16.8544 3.1978
O: -20.5842 13.9191 3.2476
H: -20.1974 13.2618 2.6692
H: -21.2592 13.4444 3.7327

***

No. 10
Computed, not measured: 8 unconnected molecules or ions with the total composition CH18O7, with ωB97M-V/def2-TZVPD.

The HOMO energy comes out at -10.649 eV. The gap between HOMO and LUMO comes out at 10.56 eV. For the energy above the lowest of the compared OMol25 structures with the same formula, charge and spin, the calculation gives 10.5 kcal/mol. Its spin multiplicity is 1. The structure (SMILES) is C.O.O.O.O.O.O.O. Its lowest unoccupied orbital energy is -0.09 eV.

Geometry (Å):
C: 0.8065 0.2755 1.8338
H: 1.7973 0.6671 2.0775
H: 0.8209 -0.0683 0.8013
H: 0.5431 -0.5490 2.4860
H: 0.0754 1.0785 1.9332
O: 0.4409 -1.3279 -1.8351
H: -0.2288 -1.8578 -1.3760
H: 1.2680 -1.4390 -1.3229
O: 0.2624 1.4139 -1.7472
H: 0.0079 0.4715 -1.8052
H: -0.5777 1.8302 -1.4903
O: -2.4711 1.2229 -0.9341
H: -2.3019 0.2859 -1.1170
H: -2.6197 1.2225 0.0276
O: -2.8755 0.5070 1.9697
H: -2.1973 0.6888 2.6334
H: -3.3590 -0.2490 2.3283
O: 2.8253 -1.3513 -0.4684
H: 3.2367 -1.1136 -1.3057
H: 2.7562 -0.4995 -0.0162
O: 2.7777 1.2641 -0.7331
H: 3.2669 2.0911 -0.7133
H: 1.9379 1.4599 -1.2062
O: -1.9022 -1.8752 -0.2974
H: -2.3864 -2.7087 -0.2823
H: -1.9034 -1.4397 0.5594

***

No. 11
Computed, not measured: a molecular structure, CH19O9Pd in a non-equilibrium geometry, with ωB97M-V/def2-TZVPD.

The HOMO energy (spin up / spin down) comes out at -12.138 / -11.685 eV. Its expectation value of S² is 2.005. The gap between HOMO and LUMO (spin up / spin down) comes out at 7.58 / 7.11 eV. For the energy above the lowest of the compared OMol25 structures with the same formula, charge and spin, the calculation gives 273.8 kcal/mol. Its spin multiplicity is 3. Its lowest unoccupied orbital energy (spin up / spin down) is -4.55 / -4.57 eV. The net charge is +1.

Geometry (Å):
Pd: 1.0460 -2.5272 -0.1486
C: -0.2497 -0.1566 0.7011
O: 0.1441 -1.2026 -0.1431
H: -1.4016 -0.1403 0.8968
H: -0.0514 0.8936 0.3768
H: 0.1951 -0.2388 1.7167
O: -1.0632 3.6923 -1.3972
H: -0.1550 3.4841 -1.4838
H: -1.1264 3.5383 -0.4660
O: -0.9747 3.3556 1.3844
H: -0.1436 2.8692 1.4162
H: -0.6884 4.2474 1.6549
O: 2.2997 -2.4699 0.9793
H: 2.8550 -1.6847 1.1429
H: 2.9254 -3.1704 0.9674
O: 0.1317 -3.9041 0.1090
H: -0.8125 -3.9738 -0.1341
H: 0.5460 -4.6829 -0.2391
O: 1.5930 -2.7451 -1.7570
H: 2.5643 -2.8806 -1.9237
H: 1.2481 -2.1140 -2.3639
O: -2.9527 1.7730 0.0905
H: -2.2571 1.9080 0.7545
H: -2.7290 0.9636 -0.3225
O: 1.6935 2.3176 1.5086
H: 1.9811 2.0746 0.6205
H: 1.5850 1.4440 1.8237
O: -2.4058 -0.3507 -1.7334
H: -2.2820 0.2371 -2.5281
H: -1.5150 -0.5569 -1.5026

***

> Look up the energy above the lowest of the compared OMol25 structures with the same formula, charge and spin of the tenth one.

10.5 kcal/mol